# 1
{"formula": "C30H55MgO11", "method": "ωB97M-V/def2-TZVPD", "species": ["C", "H", "C", "H", "Mg", "C", "C", "H", "C", "H", "C", "H", "H", "C", "H", "H", "H", "H", "H", "O", "H", "O", "H", "H", "H", "C", "H", "O", "C", "C", "H", "H", "C", "C", "O", "H", "H", "O", "H", "O", "H", "H", "H", "H", "H", "O", "H", "C", "H", "O", "H", "C", "C", "C", "H", "H", "H", "H", "C", "H", "C", "C", "H", "C", "C", "H", "H", "H", "H", "C", "C", "H", "H", "H", "O", "C", "O", "H", "H", "H", "H", "H", "H", "H", "C", "H", "C", "C", "H", "H", "O", "C", "C", "C", "H", "H", "H"], "xyz": [[19.1428, 14.7151, 14.4054], [16.4028, 1.5706, 7.0391], [9.0947, 12.4836, 9.4616], [21.6014, 8.1989, 5.3140], [18.4640, 2.1528, 13.8508], [10.7078, 4.0634, 7.8192], [22.4832, 9.0338, 17.4214], [20.0677, 9.0277, 7.1526], [18.7789, -0.0203, 5.8905], [9.0130, 5.4964, 8.1604], [14.9874, 8.3070, 13.6521], [14.7986, 6.5269, 12.6428], [22.8877, 7.1457, 20.0052], [22.2666, 7.8919, 19.5098], [20.3376, 8.9495, 17.6103], [19.8523, 15.5178, 14.6063], [16.1535, 7.4442, 12.1754], [14.3936, 4.4087, 18.7149], [12.3113, 12.9224, 9.6902], [18.2793, 1.6774, 8.8614], [10.3164, 6.0606, 7.1573], [10.3608, 12.5417, 8.9153], [20.5812, 14.3363, 12.7922], [19.5380, 13.1429, 13.1194], [20.3333, 6.9294, 18.8742], [13.6668, 6.0342, 19.7211], [14.6310, 6.3110, 19.2947], [18.9371, 0.2441, 7.3029], [17.3314, 1.9047, 6.5764], [12.5860, 3.9788, 20.0499], [18.6655, 1.7510, 4.7793], [14.7475, 5.3431, 21.4912], [22.3121, 8.9803, 5.5831], [10.6628, 13.1995, 11.0872], [17.8805, 15.7576, 12.9305], [21.4394, 7.8345, 8.2565], [12.7626, 4.7769, 18.1775], [9.1225, 4.6600, 6.2442], [23.1126, 9.2189, 4.8829], [12.8862, 4.3860, 21.2960], [11.3501, 14.3060, 9.1759], [21.5914, 8.3670, 20.2215], [8.3508, 13.2235, 11.4138], [19.1112, 15.3071, 11.2879], [11.7453, 4.2336, 7.5316], [22.8522, 8.4830, 6.8386], [18.3051, -0.9972, 5.7941], [19.5216, 14.2286, 13.0241], [22.2315, 11.0496, 6.1447], [23.1227, 9.5178, 16.5537], [9.0909, 2.7755, 5.3319], [9.1618, 13.4494, 10.7214], [9.0154, 3.2624, 6.3042], [9.7524, 5.1685, 7.4296], [10.0805, 1.9650, 7.6730], [9.1132, 14.4743, 10.3535], [13.1981, 6.3625, 21.7601], [15.8047, 8.9127, 14.0437], [21.8984, 8.7453, 7.8717], [20.8022, 10.4981, 5.2557], [10.2590, 2.8660, 7.0861], [13.7146, 5.5663, 21.2239], [8.2618, 12.7227, 8.8004], [21.5519, 10.2110, 5.9930], [11.3067, 13.3453, 9.6889], [17.9434, 14.0819, 11.6407], [10.5758, 3.9420, 8.8943], [17.3493, 2.9942, 6.5501], [16.8439, 14.5299, 14.1548], [21.1886, 8.2990, 17.4087], [17.9804, 1.1226, 5.3484], [21.1030, 7.8463, 16.4209], [11.0782, 13.8320, 11.8718], [8.1291, 2.8780, 6.8089], [16.4559, 6.1350, 13.7899], [15.6432, 7.0723, 13.0639], [23.0237, 8.8303, 18.6694], [11.0233, 2.5715, 6.3669], [19.2443, 13.9204, 15.1445], [14.2155, 8.1777, 14.4107], [20.6477, 10.6040, 7.8885], [10.8073, 12.1840, 11.4559], [14.5604, 8.8311, 12.7971], [17.2168, 0.7400, 4.6711], [20.8920, 9.7279, 7.2878], [17.4192, 15.9165, 14.9377], [21.3020, 7.1954, 18.4509], [18.5536, 14.8547, 12.1080], [19.7154, 0.1041, 5.3467], [8.9301, 11.4838, 9.8634], [11.7687, 3.0799, 19.8343], [17.7252, 15.1692, 14.2056], [18.2246, 1.2984, 7.7039], [13.4097, 4.7332, 19.0535], [12.9193, 6.8078, 19.5454], [21.7687, 6.2790, 18.0897], [22.3091, 9.3934, 8.6459]], "lowdin_charge": [-0.167, 0.120, -0.239, 0.120, 0.857, -0.189, -0.492, 0.105, -0.150, 0.117, -0.065, 0.156, 0.119, -0.106, 0.130, 0.121, 0.121, 0.128, 0.109, 0.052, 0.116, -0.162, 0.113, 0.104, 0.104, -0.161, 0.108, 0.035, -0.023, -0.463, 0.114, 0.126, -0.187, -0.167, -0.126, 0.113, 0.129, -0.129, 0.126, 0.035, 0.117, 0.115, 0.104, 0.126, 0.112, -0.149, 0.132, -0.208, 0.118, 0.153, 0.121, -0.136, -0.212, -0.181, 0.112, 0.103, 0.125, 0.087, -0.221, 0.113, -0.201, -0.114, 0.115, -0.176, -0.157, 0.116, 0.110, 0.118, 0.121, -0.105, -0.145, 0.122, 0.102, 0.116, -0.022, -0.309, 0.003, 0.107, 0.110, 0.085, 0.110, 0.105, 0.089, 0.113, -0.184, 0.121, -0.149, -0.236, 0.128, 0.106, 0.095, -0.196, -0.492, -0.125, 0.118, 0.106, 0.112], "fmax_ev_per_a": 3.75, "total_charge": 1, "de_lowest_kj_mol": 170.22, "homo_lumo_gap_ev": 2.09, "lumo_energy_ev": -8.649, "molar_mass_g_mol": 616.06}

***

# 2
{"formula": "C30H55MoN4O2P2", "method": "ωB97M-V/def2-TZVPD", "species": ["H", "C", "H", "C", "C", "H", "P", "C", "C", "H", "H", "H", "H", "H", "N", "H", "H", "H", "H", "C", "C", "H", "H", "C", "H", "C", "H", "H", "C", "H", "H", "H", "H", "H", "C", "H", "H", "H", "N", "O", "H", "C", "H", "C", "H", "H", "H", "H", "C", "C", "H", "H", "H", "H", "O", "H", "H", "H", "H", "H", "H", "H", "H", "H", "C", "H", "Mo", "C", "H", "C", "H", "H", "H", "C", "H", "C", "C", "C", "C", "C", "C", "H", "N", "C", "P", "H", "C", "H", "H", "H", "C", "C", "C", "N"], "xyz": [[-3.4122, 0.6924, 1.6884], [1.7491, -2.0059, 2.6435], [-2.0652, 1.8595, 1.6432], [3.1694, 2.7281, -2.2222], [0.9413, 0.3298, -3.4102], [-2.2789, -2.3094, 1.3215], [0.7252, 1.5963, -2.0169], [-4.0875, 0.0125, -1.5743], [2.4585, 3.2623, 2.1278], [-3.8173, -0.4279, 3.7163], [-0.9563, 0.6846, 5.1658], [-1.9263, -4.6235, 1.0526], [-1.4507, -3.2464, 3.1867], [2.7884, -0.1553, -2.2448], [3.7593, 3.3049, 1.7234], [1.8810, 5.1723, -1.6127], [4.3138, 4.1349, 1.9271], [3.3766, 2.2858, -1.2367], [1.8042, -2.1801, 1.5603], [-0.3648, -3.2663, 3.0246], [0.3655, -1.5095, 4.6362], [-4.1894, -1.7032, -0.2134], [-1.8353, -3.1015, -2.3570], [-1.0151, 2.1918, -2.1051], [-2.5939, -0.7571, 4.9468], [1.3740, 4.2442, -1.3053], [-0.1597, -3.7315, 2.0491], [-0.6214, -1.4932, 5.1118], [-0.3438, -0.4883, -3.6004], [2.3411, -1.1106, 2.8779], [1.7510, 4.0075, -0.3041], [0.3645, -5.6258, 0.0849], [3.8361, 3.5927, -2.3393], [1.7805, -1.5486, -2.6318], [1.4452, 3.8415, -3.7317], [0.9643, -2.2727, 5.1585], [0.3769, 3.8509, -3.9879], [-2.6906, -1.7440, 3.4616], [0.4337, -1.6700, -0.4826], [1.6936, 2.2877, 1.8930], [-2.0940, -5.5415, -0.4441], [-0.7489, -3.8583, -0.6356], [2.2116, 1.4852, -4.7763], [0.3043, -1.8910, 3.1504], [-3.2406, 1.9121, 2.9652], [0.0623, -3.9248, 3.8007], [2.7413, -0.7586, -3.9204], [1.2119, 0.2395, -5.5316], [1.2196, 1.0166, -4.7512], [-2.3020, -0.7235, -0.1746], [-1.2681, 2.4546, -3.1468], [-1.1763, 0.1281, -3.9700], [2.5295, 5.1345, 3.0969], [1.1383, -4.7736, -1.2550], [3.5988, 0.3634, 0.6621], [0.4374, 1.7476, -5.0039], [-1.0931, 3.1150, -1.5052], [1.7623, 4.8951, -3.6745], [-5.0861, -0.1157, -1.9764], [-0.0700, -3.2412, -2.6136], [-0.6649, -0.9881, -2.6776], [0.8607, -0.5454, 4.7966], [-1.0969, -4.6770, -2.6432], [2.2188, -2.8697, 3.1427], [0.5527, -4.6311, -0.3377], [4.1658, 2.4627, 1.3380], [0.5463, 0.2367, 0.0040], [-2.6826, 1.2351, 2.3001], [-0.1501, -1.2779, -4.3436], [-2.7674, -0.7252, 3.8624], [-3.6248, 1.8195, -2.7332], [-0.0773, 1.4561, 3.8137], [3.4511, 1.9800, -2.9752], [-1.0697, 1.1712, 4.1899], [-1.6309, 2.1000, 4.3666], [-1.9849, -4.5281, -0.0376], [-3.5937, -0.8915, -0.6324], [2.1295, -0.5813, -3.0204], [2.4277, 0.3676, 0.4697], [-3.2951, 1.0661, -2.0244], [-0.5480, -2.3971, -0.1043], [0.2941, 4.4296, -1.2359], [-1.5353, 0.2993, -0.6378], [1.7079, 3.1762, -2.3567], [-0.5748, -0.5911, 2.0761], [1.2031, -4.0888, 0.3628], [-0.9466, -3.7108, -2.1455], [2.0173, 3.3997, -4.5561], [0.9748, 4.3454, 2.9193], [-2.8901, -3.9688, -0.3044], [-1.5934, -1.6370, 0.7888], [-1.8345, 0.2953, 3.1688], [-1.9865, 1.1628, -1.5691], [1.9741, 4.3328, 2.8145]], "lowdin_charge": [0.078, -0.102, 0.073, -0.078, -0.646, 0.109, 1.060, 0.041, -0.623, 0.104, 0.083, 0.085, 0.078, 0.051, 0.200, 0.111, 0.137, 0.053, 0.042, -0.059, -0.065, 0.143, 0.091, -0.225, 0.097, -0.071, 0.062, 0.079, -0.084, 0.086, 0.062, 0.109, 0.116, 0.061, -0.058, 0.117, 0.087, 0.060, 0.044, -0.106, 0.117, -0.515, 0.080, -0.638, 0.111, 0.123, 0.112, 0.117, -0.073, -0.301, 0.116, 0.096, 0.134, 0.101, 0.147, 0.092, 0.101, 0.107, 0.141, 0.075, 0.036, 0.089, 0.119, 0.118, -0.011, 0.091, 1.326, -0.093, 0.118, -0.043, 0.144, 0.064, 0.082, -0.076, 0.100, -0.028, 0.029, -0.083, -0.239, 0.035, -0.270, 0.078, -0.053, -0.643, 1.153, 0.067, -0.034, 0.080, 0.116, 0.087, -0.251, -0.641, -0.310, 0.198], "fmax_ev_per_a": 9.99, "total_charge": 3, "de_lowest_kj_mol": 0.00, "spin_multiplicity": 3, "homo_lumo_gap_ev": [6.50, 6.54], "lumo_energy_ev": [-11.407, -11.549], "molar_mass_g_mol": 661.68}